Here is a cluster of 8 separate species, C31H52N3O23 in total from the OMol25 dataset. Energies are from wB97M-V/def2-TZVPD.

Computed properties:
Spin multiplicity: 1
Charge: +1
HOMO-LUMO gap: 8.804 eV
Calculated total energy: -3106.95747 a.u.
LUMO level: -3.7 eV
Energy relative to the best compared isomer or geometry (same formula, charge and spin): 0.00 kJ/mol
Largest force on an atom: 1.2 eV/A

Last column: Löwdin charge in e.
Positions of all 109 atoms, in Å:
C  3.4122  -4.3168  0.0449  -0.06
C  3.7989  -2.8947  -0.4305  -0.24
C  3.5684  -2.7414  -1.9152  -0.18
C  3.8302  -1.3395  -2.4324  -0.18
O  3.4136  -0.4165  -1.4239  -0.14
N  2.9559  0.7958  -2.0030  0.07
C  2.7982  1.6485  -0.9030  -0.33
N  1.5599  1.9791  -0.5353  0.10
C  1.0435  1.2985  0.6751  -0.10
C  -0.0029  0.2657  0.3256  -0.21
O  -0.7882  0.7087  -0.7488  -0.19
C  -1.3644  -0.3720  -1.4889  -0.23
C  -2.4650  0.1621  -2.4008  -0.04
N  3.8017  2.1269  -0.2511  0.13
C  5.2137  1.8415  -0.4990  0.02
H  3.1752  -4.9179  -0.8182  0.07
H  4.2403  -4.7260  0.5997  0.06
H  2.5622  -4.2506  0.6943  0.06
H  3.2269  -2.1935  0.1585  0.09
H  4.8450  -2.7260  -0.2122  0.10
H  2.5567  -3.0221  -2.1748  0.12
H  4.2395  -3.4174  -2.4281  0.12
H  4.8985  -1.2216  -2.6063  0.12
H  3.3102  -1.1564  -3.3609  0.12
H  3.6218  1.1602  -2.6834  0.14
H  0.9049  1.9524  -1.3117  0.15
H  0.6128  2.0164  1.3567  0.11
H  1.8272  0.8159  1.2353  0.13
H  -0.6423  0.1524  1.2005  0.14
H  0.4313  -0.7140  0.1667  0.13
H  -1.8006  -1.0695  -0.7842  0.12
H  -0.6077  -0.8846  -2.0720  0.12
H  -3.4316  -0.2150  -2.1206  0.08
H  -2.2290  -0.1235  -3.4115  0.08
H  -2.4971  1.2305  -2.3428  0.05
H  3.5893  2.7518  0.5169  0.18
H  5.3485  1.1910  -1.3374  0.08
H  5.7140  2.7822  -0.6410  0.10
H  5.6413  1.3775  0.3781  0.11
C  -1.0851  -7.0547  2.4196  -0.11
C  -0.4402  -5.7165  2.7011  -0.11
O  0.7122  -5.7469  1.8495  0.04
C  0.4660  -6.6166  0.8351  -0.57
O  1.1529  -6.7488  -0.1255  0.16
O  -0.6696  -7.3144  1.0710  0.07
H  -2.1685  -7.0283  2.4920  0.12
H  -0.7068  -7.8465  3.0658  0.14
H  -1.0729  -4.8761  2.4074  0.13
H  -0.1474  -5.5940  3.7401  0.14
C  -4.3464  5.4760  -3.3743  -0.11
C  -3.1828  4.8742  -4.1354  -0.10
O  -3.1549  3.5285  -3.6234  0.04
C  -4.3994  3.2367  -3.1646  -0.58
O  -4.7640  2.1609  -2.8127  0.15
O  -5.1714  4.3364  -3.1291  0.07
H  -4.8848  6.2265  -3.9444  0.14
H  -4.0470  5.9063  -2.4191  0.11
H  -3.3546  4.8406  -5.2120  0.13
H  -2.2410  5.3808  -3.9427  0.13
C  -3.8007  3.4289  0.5707  -0.09
C  -2.4108  2.8528  0.7355  -0.12
O  -2.1750  3.0190  2.1407  0.05
C  -3.3813  3.0859  2.7681  -0.57
O  -3.5289  3.0542  3.9441  0.18
O  -4.3807  3.1931  1.8601  0.07
H  -4.3789  2.9374  -0.2048  0.13
H  -3.7891  4.5061  0.3819  0.13
H  -2.3644  1.7969  0.4950  0.11
H  -1.6555  3.3830  0.1578  0.13
C  -5.2728  -9.7712  1.6137  -0.11
C  -5.3233  -8.2645  1.7510  -0.12
O  -4.6576  -8.0492  3.0018  0.05
C  -3.8484  -9.1154  3.2366  -0.58
O  -3.0348  -9.1633  4.1006  0.16
O  -4.0878  -10.1039  2.3449  0.07
H  -5.1922  -10.1047  0.5829  0.13
H  -6.1253  -10.2639  2.0833  0.14
H  -4.7655  -7.7547  0.9630  0.13
H  -6.3352  -7.8701  1.7833  0.13
C  2.3875  6.3306  -0.4208  -0.13
C  1.2121  5.4550  -0.8073  -0.14
O  0.0982  6.2218  -0.3585  0.05
C  0.4845  7.5302  -0.2957  -0.55
O  -0.2445  8.4405  -0.1154  0.19
O  1.8266  7.6358  -0.4669  0.07
H  3.2269  6.2517  -1.1087  0.13
H  2.7385  6.1346  0.5958  0.13
H  1.1332  5.3169  -1.8890  0.13
H  1.2266  4.4815  -0.3235  0.10
C  8.4835  -5.6920  2.3133  -0.11
C  7.2849  -6.5688  2.0201  -0.11
O  6.1965  -5.7581  2.4776  0.06
C  6.5940  -4.4646  2.4575  -0.58
O  5.8703  -3.5350  2.6209  0.15
O  7.9256  -4.3745  2.2244  0.06
H  9.2905  -5.8152  1.5964  0.13
H  8.8749  -5.8398  3.3207  0.13
H  7.1560  -6.7604  0.9535  0.13
H  7.3062  -7.5163  2.5511  0.13
C  -5.1772  9.2197  0.4826  -0.10
C  -4.1600  8.1187  0.6903  -0.11
O  -3.9157  7.6753  -0.6555  0.03
C  -4.2286  8.6965  -1.4961  -0.57
O  -3.9815  8.7087  -2.6606  0.16
O  -4.8572  9.6886  -0.8339  0.07
H  -5.0901  10.0247  1.2065  0.14
H  -6.2033  8.8488  0.4816  0.14
H  -3.2252  8.4852  1.1125  0.13
H  -4.5331  7.3013  1.3028  0.13

---

Here is a cluster of 10 separate species, C31H52O11 in total from the OMol25 dataset. Energies are from wB97M-V/def2-TZVPD.

Computed properties:
SMILES: O=C1c2ccccc2C(=O)c2c(CCc3ccccc3)cccc21.CO.CO.CO.CO.CO.CO.CO.CO.CO
Spin multiplicity: 1
Charge: 0
HOMO-LUMO gap: 7.000 eV
Calculated total energy: -2039.45361 a.u.
LUMO level: -1.3 eV
Energy relative to the best compared isomer or geometry (same formula, charge and spin): 1273.48 kJ/mol
Largest force on an atom: 4.7 eV/A

Last column: Löwdin charge in e.
Positions of all 94 atoms, in Å:
O  3.6932  -0.3677  -0.7913  0.03
C  2.5518  0.0870  -0.4933  -0.25
C  1.2426  -0.8811  -0.4114  -0.02
C  1.2522  -2.3492  0.1469  0.02
C  -0.0653  -3.1712  0.1975  -0.05
C  -1.3879  -2.5230  -0.3066  -0.03
C  -1.3834  -1.0736  -0.9006  0.02
C  -0.0881  -0.2338  -0.9671  -0.03
C  -0.0151  1.2624  -1.5741  -0.26
O  -0.6730  1.5012  -2.6170  0.03
C  0.9322  2.2784  -0.8090  0.01
C  0.6027  3.8036  -0.6088  -0.07
C  -0.7255  4.4557  -1.2171  -0.16
C  -1.7523  5.0023  -0.0893  -0.17
C  -2.8711  3.9484  0.3392  -0.16
C  -3.6974  4.2533  1.6488  -0.01
C  -4.8246  3.2511  2.0803  -0.06
C  -5.1630  1.9413  1.3144  -0.08
C  -4.3599  1.6437  0.0253  -0.06
C  -3.2470  2.6509  -0.4157  -0.03
C  1.6270  4.6795  0.2061  -0.01
C  2.9461  4.0981  0.7932  -0.04
C  3.2410  2.5940  0.5689  0.00
C  2.2675  1.6690  -0.2209  -0.02
H  2.2232  -2.8216  0.5232  0.10
H  0.0180  -4.2393  0.6173  0.10
H  -2.3331  -3.1671  -0.2254  0.09
H  -2.3847  -0.6508  -1.2659  0.10
H  -1.2326  3.7893  -1.9895  0.09
H  -0.3779  5.3993  -1.7931  0.12
H  -1.2240  5.4547  0.8223  0.11
H  -2.3135  5.8834  -0.5922  0.12
H  -3.4919  5.2049  2.2347  0.08
H  -5.4507  3.4671  3.0185  0.07
H  -5.9774  1.2035  1.6277  0.08
H  -4.5311  0.7122  -0.6311  0.08
H  -2.6956  2.4042  -1.3814  0.06
H  1.4450  5.7991  0.3825  0.10
H  3.6842  4.7690  1.3621  0.10
H  4.2097  2.1644  1.0123  0.08
C  -0.8736  -6.5049  -1.1161  -0.17
O  0.0611  -6.5047  -0.0451  -0.14
H  -1.7654  -5.9579  -0.8059  0.07
H  -0.4338  -6.0157  -1.9866  0.07
H  -1.1472  -7.5323  -1.3637  0.07
H  0.8379  -6.9937  -0.3454  0.08
C  1.6120  -7.7073  -4.1102  -0.15
O  0.3028  -7.7276  -3.5587  -0.15
H  2.3004  -7.3030  -3.3676  0.08
H  1.9181  -8.7236  -4.3710  0.08
H  1.6275  -7.0733  -5.0000  0.08
H  -0.2855  -8.0886  -4.2344  0.09
C  1.1037  -0.3471  -4.8860  -0.15
O  1.1818  -1.5894  -4.2025  -0.12
H  1.4201  -0.4920  -5.9197  0.08
H  0.0731  0.0156  -4.8704  0.07
H  1.7633  0.3787  -4.4038  0.06
H  0.8967  -1.4331  -3.2918  0.05
C  -4.9121  -1.6372  1.4163  -0.15
O  -4.6591  -1.5437  0.0215  -0.15
H  -5.9144  -1.2585  1.6180  0.07
H  -4.8500  -2.6816  1.7328  0.07
H  -4.1816  -1.0371  1.9644  0.08
H  -3.7682  -1.8844  -0.1290  0.01
C  -1.9729  -3.3910  3.5304  -0.16
O  -1.3008  -2.2028  3.1455  -0.14
H  -2.7586  -3.1361  4.2422  0.08
H  -2.4208  -3.8629  2.6511  0.06
H  -1.2663  -4.0782  4.0029  0.08
H  -0.6107  -2.4570  2.5154  0.04
C  3.0537  -0.8880  3.0679  -0.15
O  3.6100  -2.1101  2.6331  -0.13
H  2.1294  -1.0929  3.6089  0.09
H  3.7561  -0.3809  3.7330  0.08
H  2.8374  -0.2590  2.1996  0.06
H  4.4258  -1.9044  2.1580  0.07
C  -4.2581  5.4262  5.3688  -0.15
O  -4.8734  5.7495  4.1301  -0.16
H  -3.1832  5.3302  5.2132  0.08
H  -4.4486  6.2215  6.0939  0.07
H  -4.6552  4.4786  5.7416  0.08
H  -5.8217  5.8285  4.2948  0.08
C  6.9545  0.8461  1.7231  -0.14
O  5.6436  0.8041  2.2702  -0.15
H  7.6286  1.2857  2.4585  0.08
H  7.2881  -0.1673  1.4873  0.08
H  6.9569  1.4591  0.8183  0.08
H  5.0634  0.4121  1.6024  0.03
C  4.1255  2.1008  -4.3249  -0.17
O  4.7822  3.2960  -4.7218  -0.13
H  3.3364  2.3503  -3.6145  0.07
H  3.6846  1.6161  -5.1996  0.07
H  4.8428  1.4286  -3.8470  0.08
H  5.4735  3.0471  -5.3481  0.07

---

Here is a structure of composition C31H52O3P2SYb from the OMol25 dataset. Energies are from wB97M-V/def2-TZVPD.

Computed properties:
Spin multiplicity: 2
Charge: +1
HOMO-LUMO gap (spin up / spin down): 6.738 / 6.058 eV
Calculated total energy: -3677.52324 a.u.
LUMO level (spin up / spin down): -3.4 / -4.0 eV
Largest force on an atom: 4.3 eV/A

Last column: Löwdin charge in e.
Positions of all 90 atoms, in Å:
Yb  -0.2156  -0.0203  -0.9103  1.64
C  -2.4181  1.6093  -0.2744  -0.30
C  -2.7503  0.7051  -1.3169  -0.33
C  -2.6133  -0.4769  0.6573  -0.27
C  -2.4249  0.8915  0.9508  -0.26
C  -2.7943  -0.6032  -0.7505  -0.33
C  -2.2119  3.0683  -0.3909  -0.05
H  -1.8352  3.3599  -1.3856  0.07
H  -1.4685  3.4171  0.3472  0.07
H  -3.1440  3.6361  -0.2125  0.10
C  -2.4666  1.4838  2.3053  -0.01
H  -2.3928  2.5767  2.2608  0.08
H  -1.6648  1.1180  2.9629  0.06
H  -3.4207  1.2335  2.7937  0.10
C  -2.7971  -1.5490  1.6519  -0.03
H  -3.8526  -1.5993  1.9649  0.10
H  -2.1824  -1.3978  2.5484  0.07
H  -2.5210  -2.5334  1.2517  0.08
C  -2.9881  -1.8724  -1.4843  -0.05
H  -4.0370  -2.0410  -1.7789  0.10
H  -2.6706  -2.7318  -0.8815  0.07
H  -2.3912  -1.8874  -2.4106  0.04
C  -3.0462  1.0759  -2.7183  -0.04
H  -4.0299  1.5441  -2.8595  0.10
H  -3.0234  0.1939  -3.3621  0.05
H  -2.3026  1.7824  -3.0941  0.05
C  1.3495  0.2773  -3.0177  -0.21
C  0.3588  1.1625  -3.2666  -0.17
C  -0.1295  1.3638  -4.6826  -0.16
C  -1.0383  0.2749  -5.3106  -0.17
C  -1.1945  -1.0149  -4.5597  -0.12
C  -0.1424  -1.8241  -4.3774  -0.11
C  1.2042  -1.4751  -4.9346  -0.17
C  2.0298  -0.4163  -4.1588  -0.17
H  0.7243  1.5144  -5.3682  0.12
H  -0.6575  0.0846  -6.3303  0.12
H  -0.6698  2.3244  -4.7295  0.12
H  2.3946  0.3137  -4.9014  0.13
H  1.8619  0.1774  -2.0443  0.05
H  0.0345  1.9393  -2.5426  0.09
H  2.9476  -0.8919  -3.7907  0.10
H  1.8039  -2.3938  -5.0090  0.11
H  -0.2580  -2.8377  -3.9898  0.09
H  1.1121  -1.1244  -5.9786  0.12
H  -2.0332  0.7094  -5.4664  0.11
H  -2.2146  -1.3620  -4.3618  0.10
P  2.0159  2.2108  0.0228  0.77
C  1.8691  3.1896  1.5559  -0.26
H  2.6364  3.9736  1.5690  0.06
H  1.9986  2.5266  2.4192  0.03
H  0.8699  3.6472  1.5922  0.04
C  3.5774  1.3400  0.3874  -0.27
H  4.3268  2.0677  0.7202  0.06
H  3.9302  0.8351  -0.5198  0.04
H  3.3996  0.5907  1.1714  0.02
C  2.5566  3.5054  -1.1506  -0.29
H  2.9044  3.0196  -2.0734  0.04
H  3.3540  4.1069  -0.6961  0.05
H  1.6813  4.1379  -1.3738  0.04
P  1.2098  -2.8197  -0.6554  0.79
C  0.0574  -4.0490  -1.3921  -0.28
H  0.6143  -4.9517  -1.6863  0.06
H  -0.4324  -3.6157  -2.2786  0.00
H  -0.7201  -4.3014  -0.6555  0.05
C  2.6125  -3.0003  -1.8155  -0.28
H  2.2878  -2.7997  -2.8469  0.01
H  3.0197  -4.0151  -1.7358  0.06
H  3.3830  -2.2711  -1.5306  0.05
C  1.8144  -3.7716  0.7831  -0.26
H  2.1556  -4.7584  0.4448  0.06
H  0.9987  -3.8562  1.5152  0.04
H  2.6388  -3.2107  1.2461  0.05
C  -0.2658  1.2748  8.3332  -0.05
C  0.0423  0.7626  6.9413  -0.26
C  0.1749  -0.6072  6.6625  -0.03
C  0.4024  -1.0606  5.3550  -0.04
C  0.4716  -0.1694  4.2549  -0.25
C  0.4264  1.2005  4.5542  -0.07
C  0.2043  1.6496  5.8717  -0.03
S  0.8549  -0.8745  2.6197  0.49
O  2.3058  -0.9306  2.6082  -0.33
O  0.1096  -2.1181  2.6989  -0.35
O  0.3809  -0.0718  1.4158  -0.54
H  -1.1864  0.8477  8.7395  0.08
H  0.5299  1.0360  9.0413  0.08
H  -0.3845  2.3615  8.3275  0.07
H  0.0914  -1.3154  7.4962  0.12
H  0.5381  -2.1374  5.2119  0.12
H  0.5787  1.9131  3.7446  0.08
H  0.1451  2.7246  6.0630  0.11

---

> What is the charge in the third record?

+1